{
  "formula": "C5H8N2",
  "method": "ωB97M-V/def2-TZVPD",
  "symbols": ["C", "C", "C", "N", "C", "N", "C", "H", "H", "H", "H", "H", "H", "H", "H"],
  "positions_angstrom": [[-2.5059, -0.3925, -0.4338], [-1.1517, -0.2272, -0.3131], [-0.6149, 1.0910, -0.5976], [0.5914, 1.2088, -0.1558], [1.0390, -0.0487, 0.5437], [2.4248, -0.3122, 0.2499], [-0.0316, -0.9877, 0.1038], [-3.1313, 0.3947, -0.8410], [-2.9858, -1.3002, -0.0882], [0.9887, 0.2367, 1.6167], [-1.1264, 1.9085, -1.1020], [1.2008, 2.0071, -0.2688], [2.9362, -0.5369, 1.0954], [2.4875, -1.0897, -0.3993], [-0.1208, -1.9517, 0.5902]],
  "atomic_forces_ev_per_a": [[-0.1535, -0.1213, 0.0285], [0.1944, 0.1532, -0.0869], [0.1489, 0.0556, 0.0355], [-0.1063, -0.0124, -0.0750], [-0.0478, 0.2545, 0.1003], [-0.0141, -0.2388, 0.0162], [-0.1234, 0.0061, 0.2946], [0.1226, -0.1006, 0.0165], [-0.0157, 0.0722, -0.1376], [0.0166, -0.0669, -0.1398], [0.0540, -0.1437, 0.1126], [-0.0854, -0.0571, 0.0328], [-0.0181, 0.0160, -0.1882], [0.0400, 0.0957, 0.0222], [-0.0123, 0.0874, -0.0316]],
  "lowdin_charge": [0.007, -0.395, -0.003, 0.113, -0.422, 0.046, -0.084, 0.029, 0.040, 0.145, 0.145, 0.157, 0.068, 0.073, 0.081],
  "multiplicity": 1,
  "e_homo_ev": [-6.023, -6.001],
  "charge": 0,
  "e_lumo_ev": [0.143, 0.183],
  "relative_energy_ev": 2.9928
}